1.
C22H29N3O5S | ωB97M-V/def2-TZVPD

Frontier orbital gap (eV): 9.433
Charge: 0

XYZ file:
```
60
Properties=species:S:1:pos:R:3:lowdin_charge:R:1
C 2.69652 -0.75154 1.55208 -0.05
H 3.75271 -1.00592 1.59951 0.08
H 2.36448 -0.83856 0.52084 0.07
H 2.15362 -1.48286 2.14686 0.07
C 2.48512 0.67094 2.06997 -0.35
C 3.46250 1.62894 1.38978 -0.06
H 3.34044 1.60145 0.30921 0.07
H 3.31192 2.64935 1.73586 0.08
H 4.48512 1.34229 1.62277 0.08
H 2.67856 0.68577 3.14908 0.14
C 1.03859 1.15739 1.86931 -0.21
N 0.10041 0.35620 2.62973 0.13
C -1.20879 0.71342 2.58740 -0.45
O -1.54415 1.81615 2.20174 0.09
C -2.22045 -0.29787 3.12584 -0.21
C -1.79113 -1.76629 3.05945 -0.12
C -1.63531 -2.21297 1.60531 -0.20
N -2.89542 -2.01641 0.92568 -0.22
S -3.05598 -2.83767 -0.51251 0.67
O -2.63798 -4.18884 -0.26891 -0.28
O -4.38969 -2.60580 -0.98502 -0.28
C -1.89985 -2.07314 -1.65116 -0.27
C -2.31949 -1.00498 -2.41802 -0.06
C -1.42064 -0.39814 -3.27924 -0.08
C -0.11682 -0.86310 -3.35773 -0.09
C 0.29191 -1.93390 -2.57988 -0.07
C -0.60467 -2.54440 -1.71941 -0.06
H -0.32446 -3.39063 -1.11249 0.12
H 1.30745 -2.29515 -2.64599 0.11
H 0.58298 -0.38595 -4.02863 0.10
H -1.73659 0.43438 -3.89101 0.11
H -3.34461 -0.67844 -2.34250 0.11
C -3.32061 -0.63563 0.90304 -0.19
C -3.52425 -0.13723 2.33240 -0.12
H -3.80874 0.91458 2.30832 0.12
H -4.31706 -0.71501 2.80758 0.12
H -4.25547 -0.60302 0.34305 0.12
H -2.57260 -0.00553 0.39774 0.12
H -1.41100 -3.27912 1.54631 0.12
H -0.84023 -1.64547 1.09971 0.10
H -0.87443 -1.95267 3.62306 0.11
H -2.58068 -2.36719 3.51505 0.13
H -2.40246 -0.01868 4.17126 0.15
H 0.33912 -0.61384 2.74571 0.11
C 0.61296 1.10338 0.39370 -0.44
O 0.16000 0.09040 -0.10559 0.07
N 0.77149 2.25175 -0.28347 0.11
H 1.14265 3.06297 0.18351 0.15
C 0.50003 2.35137 -1.70450 -0.07
C 1.76766 2.31776 -2.49574 -0.26
C 2.68953 1.32643 -2.66874 -0.04
C 3.71105 1.87340 -3.48289 -0.06
C 3.33519 3.15458 -3.74043 -0.12
O 2.16456 3.43453 -3.14325 0.05
H 3.79350 3.93585 -4.31307 0.12
H 4.59598 1.37886 -3.82654 0.10
H 2.63492 0.33447 -2.26972 0.11
H -0.03595 3.27963 -1.91339 0.14
H -0.12608 1.49059 -1.95893 0.10
H 0.94464 2.18911 2.22793 0.15
```

=====

2.
C23H18CoN4O4S2 | ωB97M-V/def2-TZVPD

Frontier orbital gap (spin up / spin down) (eV): 5.676 / 5.704
Charge: -2
2S+1: 4

XYZ file:
```
52
Properties=species:S:1:pos:R:3:lowdin_spin:R:1
Co 0.13318 0.52852 -0.01612 2.72
N -6.85232 1.71723 2.24287 0.00
C -5.85298 0.80210 1.86169 0.00
C -5.38519 -0.14589 2.76779 0.00
C -4.35727 -1.00723 2.41301 0.00
C -3.78919 -0.92312 1.15265 0.00
C -4.24881 0.02421 0.24743 0.00
C -5.27999 0.87481 0.59524 0.00
S -2.46158 -1.99922 0.67938 0.00
O -2.58019 -2.16373 -0.74660 0.00
O -2.56213 -3.17221 1.51626 0.00
N -1.11937 -1.15818 0.93279 0.03
C -0.68022 -0.81941 2.14484 0.00
N 0.39566 0.01847 2.06555 0.03
C 0.93163 0.47660 3.18094 0.00
C 0.43561 0.12422 4.42952 0.00
C -0.67791 -0.70668 4.41197 0.00
N -1.24638 -1.18259 3.31273 0.00
H -7.50075 1.34841 2.92259 0.00
H -7.33928 2.12713 1.45990 0.00
H -5.81995 -0.19849 3.75967 0.00
H -3.98284 -1.74665 3.10578 0.00
H -3.78306 0.09525 -0.72489 0.00
H -5.60825 1.63567 -0.10199 0.00
H 1.77610 1.14975 3.06951 0.00
H 0.86754 0.49620 5.34662 0.00
H -1.15029 -0.99848 5.34830 0.00
O 3.02111 3.03261 -1.34678 0.01
C 2.54070 1.89562 -1.28507 0.01
O 1.29401 1.63509 -1.20955 0.05
C 3.50489 0.70651 -1.36442 0.00
C 4.82675 1.04238 -1.66119 0.00
C 5.82758 0.10284 -1.81499 0.00
C 5.49122 -1.23937 -1.65430 0.00
C 4.19680 -1.59016 -1.34691 0.00
C 3.15265 -0.64909 -1.18904 0.01
S 1.59852 -1.33864 -0.77570 0.05
H 5.03206 2.09961 -1.77050 0.00
H 6.84080 0.40361 -2.05525 0.00
H 6.24267 -2.01556 -1.76484 0.00
H 3.93707 -2.63257 -1.20817 0.00
C -3.43687 3.93151 0.49175 0.00
C -3.02641 3.19228 1.59031 0.00
C -2.04899 2.21535 1.43978 0.01
C -1.41346 1.93625 0.22322 0.03
C -1.84004 2.72853 -0.85467 0.01
C -2.83778 3.68907 -0.73987 0.00
H -4.21077 4.68655 0.59228 0.00
H -3.48704 3.35832 2.55870 0.00
H -1.78191 1.64130 2.32569 0.00
H -1.35596 2.60215 -1.81809 0.00
H -3.13617 4.26680 -1.61006 0.00
```

=====

3.
C46H45AsN3OPRhSe2 | ωB97M-V/def2-TZVPD

Frontier orbital gap (spin up / spin down) (eV): 5.334 / 5.440
Charge: +1

XYZ file:
```
100
Properties=species:S:1:pos:R:3:lowdin_charge:R:1
Rh -0.12954 0.83374 -0.03603 0.74
C -0.29659 2.11372 -2.90809 -0.09
N 0.15848 0.88747 -2.23462 -0.25
C -0.53297 -0.27983 -2.82029 -0.09
C 1.61716 0.73785 -2.38218 -0.20
C 2.20501 0.54951 -3.62158 -0.04
C 3.57309 0.35089 -3.73096 -0.09
C 4.35398 0.30103 -2.58478 -0.08
C 3.78409 0.51347 -1.34367 -0.03
C 2.41434 0.78602 -1.22688 -0.23
N 1.76935 1.05960 -0.04505 -0.13
C 2.32452 1.58479 1.10450 -0.29
C 3.50297 2.33840 1.15342 -0.03
C 3.94428 2.86715 2.35366 -0.07
C 3.21690 2.66528 3.51607 -0.08
C 2.01627 1.97008 3.47020 -0.02
C 1.55420 1.46115 2.27137 -0.23
N 0.26804 0.75549 2.16112 -0.25
C 0.45497 -0.62849 2.63071 -0.06
C -0.78444 1.40558 2.95812 -0.10
H -0.03749 2.09401 -3.97033 0.10
H 0.16523 2.98308 -2.45202 0.03
H -1.37634 2.19508 -2.81545 0.07
H -0.30480 -0.39473 -3.88304 0.10
H -1.60788 -0.15387 -2.69897 0.06
H -0.22481 -1.17269 -2.28352 0.04
H 1.60414 0.55484 -4.52217 0.11
H 4.02402 0.22400 -4.70523 0.10
H 5.41537 0.10548 -2.65840 0.11
H 4.38091 0.44426 -0.44543 0.11
H 4.01858 2.56542 0.23136 0.11
H 4.85461 3.45112 2.37643 0.11
H 3.56153 3.07693 4.45436 0.10
H 1.44154 1.85397 4.37923 0.11
H 0.74152 -0.64446 3.68682 0.11
H 1.24508 -1.09782 2.05473 0.06
H -0.46532 -1.19645 2.48760 0.09
H -0.60371 1.29234 4.03048 0.10
H -1.74716 0.94973 2.73254 0.06
H -0.82149 2.46144 2.71166 0.04
Se -2.52798 0.75025 -0.03132 0.40
P -2.01545 2.94958 0.06605 0.30
Se -0.01278 3.59624 0.14580 0.72
C -2.81572 3.60306 1.56840 -0.41
C -4.09865 3.21065 1.94030 -0.10
C -4.62764 3.64948 3.14205 -0.06
C -3.88000 4.46303 3.98285 -0.07
C -2.59541 4.84096 3.62333 -0.06
C -2.06225 4.41338 2.41565 -0.16
C -2.80792 3.71683 -1.38167 -0.41
C -4.07041 3.33380 -1.82503 -0.10
C -4.55690 3.83824 -3.01897 -0.06
C -3.78683 4.70709 -3.78155 -0.06
C -2.52484 5.08297 -3.34642 -0.06
C -2.03387 4.58690 -2.14759 -0.16
H -4.67064 2.55292 1.29761 0.09
H -5.62551 3.34807 3.43102 0.11
H -4.29659 4.79444 4.92459 0.11
H -2.00669 5.45658 4.29019 0.11
H -1.05665 4.69753 2.14012 0.03
H -4.65371 2.62430 -1.25172 0.09
H -5.53804 3.54171 -3.36462 0.11
H -4.16666 5.08004 -4.72320 0.11
H -1.91922 5.74692 -3.94859 0.11
H -1.03609 4.85027 -1.82056 0.04
O 0.44031 -1.57130 -0.19788 -0.51
As 0.46528 -3.20185 0.05814 1.22
C -1.36071 -3.80529 0.26277 -0.28
C -1.92386 -4.45598 1.35334 -0.08
C -3.29136 -4.69408 1.38440 -0.07
C -4.10022 -4.27678 0.33875 -0.06
C -3.53741 -3.65065 -0.76616 -0.06
C -2.17376 -3.41871 -0.80217 -0.10
C 1.69827 -3.58780 1.50143 -0.30
C 2.97446 -3.07231 1.27662 -0.10
C 3.95656 -3.18336 2.24536 -0.06
C 3.66936 -3.81476 3.44932 -0.06
C 2.40853 -4.34779 3.66791 -0.07
C 1.42009 -4.23331 2.69917 -0.09
C 1.20201 -3.98870 -1.53561 -0.30
C 1.82447 -3.14466 -2.44806 -0.09
C 2.34331 -3.66102 -3.62629 -0.06
C 2.24930 -5.02258 -3.88172 -0.07
C 1.64252 -5.86683 -2.96051 -0.07
C 1.11272 -5.35350 -1.78739 -0.09
H -1.31549 -4.79714 2.17658 0.08
H -3.72300 -5.20996 2.23152 0.11
H -5.16818 -4.44205 0.38292 0.11
H -4.15848 -3.34766 -1.59818 0.11
H -1.72329 -2.93306 -1.66138 0.10
H 3.18391 -2.57685 0.33331 0.11
H 4.94522 -2.78457 2.06268 0.11
H 4.42928 -3.89300 4.21498 0.11
H 2.18860 -4.85908 4.59549 0.11
H 0.44752 -4.65949 2.89037 0.08
H 1.89884 -2.08539 -2.22404 0.08
H 2.81932 -2.99742 -4.33604 0.11
H 2.65307 -5.42855 -4.79953 0.11
H 1.57974 -6.92879 -3.15582 0.11
H 0.63189 -6.00549 -1.06676 0.11
```

=====

4.
C2H11N3O2 | ωB97M-V/def2-TZVPD

Frontier orbital gap (eV): 8.928
Charge: 0

XYZ file:
```
18
Properties=species:S:1:pos:R:3:lowdin_charge:R:1
C 0.48786 0.37633 -1.55739 -0.09
N -0.44947 0.20541 -0.48345 -0.04
C -0.10179 -0.44112 0.67436 -0.56
N -0.88202 -0.11149 1.77697 0.12
N 0.90921 -1.22997 0.72980 0.09
H 1.16242 1.19256 -1.29448 0.08
H -0.10479 0.68862 -2.41641 0.08
H 1.00002 -0.54337 -1.78422 0.07
H -1.45013 0.26074 -0.57661 0.08
H -1.46134 0.69984 1.66283 0.08
H -0.47789 -0.24281 2.68375 0.09
H 0.93145 -1.79014 1.56432 0.04
H -3.38617 1.56024 -1.79259 0.05
H -4.04708 0.29703 -1.29211 0.05
O -3.20121 0.63228 -1.61178 -0.05
H 2.51327 -0.00199 0.69292 -0.02
H 3.69118 0.73418 1.32035 0.02
O 3.48644 0.08014 0.64342 -0.09
```

=====

5.
C40H51N9O3 | ωB97M-V/def2-TZVPD

Frontier orbital gap (eV): 7.899
Charge: 0

XYZ file:
```
103
Properties=species:S:1:pos:R:3:lowdin_charge:R:1
C 3.15144 2.18212 -3.89836 0.00
C 3.71500 2.61825 -2.55416 -0.27
C 2.70808 3.13314 -1.50613 -0.09
O 3.06445 2.38826 -0.35416 0.02
C 3.70891 1.24939 -0.68315 -0.58
O 3.93184 0.31646 0.00220 0.16
O 4.22318 1.41375 -1.92092 0.07
H 2.76551 1.17334 -3.79833 0.09
H 3.85857 2.36900 -4.70061 0.09
H 2.30222 2.85497 -4.06036 0.07
H 4.55011 3.31977 -2.57308 0.15
H 1.66260 2.91304 -1.73424 0.12
H 2.85396 4.19476 -1.31064 0.14
N -0.89298 -3.06509 -1.47876 0.02
C -1.62798 -3.60291 -0.43427 -0.12
C -2.16789 -4.78192 -0.93570 -0.13
C -1.68976 -5.00652 -2.23456 -0.12
C -0.83757 -3.97032 -2.49980 -0.14
H -0.51990 -2.13751 -1.63019 0.08
H -1.95800 -3.01716 0.40600 0.09
H -2.80478 -5.40679 -0.32719 0.09
H -2.08103 -5.81481 -2.82982 0.09
H -0.31406 -3.69758 -3.40346 0.10
N -1.79586 -1.12000 5.07875 0.00
C -0.63220 -0.78998 4.43183 -0.13
C -0.01317 -1.96809 4.11794 -0.11
C -0.82442 -3.03978 4.57076 -0.10
C -1.89718 -2.47957 5.21193 -0.14
H -2.52846 -0.45821 5.25756 0.14
H -0.38167 0.22580 4.18179 0.07
H 0.79786 -2.04353 3.40790 0.07
H -0.58313 -4.08081 4.43663 0.09
H -2.78450 -2.95205 5.59792 0.10
N 1.78004 3.73206 1.76214 0.00
C 0.89281 2.74385 2.05153 -0.12
C 0.66914 2.82828 3.42694 -0.11
C 1.48997 3.84264 3.92529 -0.12
C 2.18466 4.40467 2.86749 -0.12
H 2.27317 3.90354 0.91212 0.10
H 0.46297 2.03521 1.36403 0.09
H 0.02693 2.13531 3.94372 0.06
H 1.45559 4.26294 4.91981 0.09
H 2.91960 5.18911 2.85839 0.11
N -4.15081 -1.16368 0.63295 0.00
C -4.61066 -0.87505 1.92558 -0.11
C -5.75982 -1.61035 2.04348 -0.14
C -5.84660 -2.52703 1.00669 -0.11
C -4.89564 -2.15380 0.06014 -0.12
H -3.29459 -0.76819 0.29068 0.08
H -4.01161 -0.13029 2.42083 0.10
H -6.48314 -1.72878 2.84030 0.09
H -6.57500 -3.32064 1.01586 0.09
H -4.70085 -2.54792 -0.92221 0.11
N 3.36327 -1.30049 2.72391 0.02
C 3.73408 -2.26817 3.64238 -0.14
C 3.98199 -1.64263 4.82137 -0.12
C 3.87742 -0.23557 4.63117 -0.10
C 3.52273 -0.05736 3.30963 -0.13
H 3.17919 -1.44518 1.74638 0.08
H 3.95490 -3.27189 3.32301 0.09
H 4.27159 -2.18603 5.70786 0.09
H 4.08306 0.56384 5.32156 0.09
H 3.21253 0.80554 2.74178 0.09
N 4.74870 -3.83628 0.36482 0.03
C 4.20775 -4.87240 1.11744 -0.14
C 2.83371 -4.79428 1.04386 -0.10
C 2.54587 -3.59522 0.37924 -0.14
C 3.69936 -3.15369 -0.20543 -0.15
H 5.72099 -3.73107 0.14985 0.14
H 4.87307 -5.46149 1.72769 0.11
H 2.18030 -5.31874 1.72435 0.10
H 1.58514 -3.18473 0.09620 0.07
H 3.88646 -2.47201 -1.01990 0.11
N 0.41395 -0.63917 0.12048 0.06
C -0.89951 -0.28797 0.10817 -0.17
C -1.18217 0.33387 -1.06433 -0.09
C -0.03370 0.26182 -1.89095 -0.08
C 0.93240 -0.42680 -1.12944 -0.14
H 0.99330 -0.92927 0.89159 0.13
H -1.56049 -0.34137 0.95784 0.11
H -2.08993 0.89231 -1.25955 0.08
H 0.18550 0.75261 -2.82442 0.08
H 1.95514 -0.66241 -1.37229 0.10
N -1.35445 3.54753 -6.17990 0.01
C -0.70584 2.80738 -5.24532 -0.15
C -0.64562 3.56085 -4.09929 -0.15
C -1.13602 4.83669 -4.37328 -0.11
C -1.71695 4.76123 -5.66276 -0.12
H -1.65127 3.06433 -7.01081 0.15
H -0.47257 1.76090 -5.35164 0.11
H -0.21715 3.25407 -3.15830 0.08
H -1.10146 5.75710 -3.81440 0.09
H -2.18875 5.49808 -6.28974 0.10
N -3.89224 3.47196 -3.00175 0.00
C -4.20252 3.24687 -1.69117 -0.11
C -4.40541 1.87859 -1.59538 -0.15
C -4.33843 1.31272 -2.86636 -0.11
C -3.88614 2.33075 -3.72046 -0.15
H -3.59612 4.34567 -3.40386 0.13
H -4.22748 4.02373 -0.94853 0.10
H -4.75160 1.27883 -0.76416 0.09
H -4.50776 0.27244 -3.08982 0.09
H -3.96419 2.32319 -4.79641 0.10
```

=====

6.
C6H7N | ωB97M-V/def2-TZVPD

Frontier orbital gap (eV): 9.695
Charge: 0

XYZ file:
```
14
Properties=species:S:1:pos:R:3:lowdin_charge:R:1
C 0.37831 0.25526 -0.57881 -0.12
C 1.05970 -0.68719 0.37089 -0.27
C -0.73813 0.59973 0.54770 -0.23
C -1.75064 1.40472 0.38005 0.04
C 0.92123 -1.00173 -1.57970 -0.11
C 0.07806 -0.23776 1.53848 -0.04
N 1.74444 -1.52501 -0.37400 0.07
H 0.77451 1.13680 -0.91653 0.09
H -1.96117 1.84621 -0.64335 0.10
H -2.26863 1.55196 1.26282 0.04
H 0.05097 -1.77529 -1.82392 0.13
H 1.55095 -0.90984 -2.49796 0.08
H -0.37321 -1.08077 1.95151 0.08
H 0.53360 0.42292 2.36280 0.14
```

=====

So what do the calculations give for E_tot? Going down the list: -1794.417085 -3586.495952 -9509.760842 -397.544965 -2273.197627 -287.369959 hartree.
So what do the calculations give for energy above the lowest of the compared OMol25 structures with the same formula, charge and spin? Going down the list: 0.876 0.488 0.000 0.625 0.000 5.912 eV.